No. 1
A molecular structure, C34H51N5O9PdS4Si at a distorted geometry, computed with the ωB97M-V functional and the def2-TZVPD basis.

```
105
Properties=species:S:1:pos:R:3
Pd 0.392 -1.143 0.594
C 2.860 0.183 -3.861
C 1.862 -0.965 -3.964
C 1.756 -1.449 -5.401
C 2.250 -2.100 -3.032
O 0.544 -0.535 -3.605
Si -0.062 0.643 -2.648
S 0.556 0.769 -0.636
O 0.352 2.132 -3.188
C -0.208 3.013 -4.168
C 0.788 4.154 -4.298
C -1.552 3.539 -3.687
C -0.354 2.273 -5.492
O -1.687 0.486 -2.769
C -2.567 -0.599 -3.071
C -3.953 -0.128 -2.661
C -2.156 -1.824 -2.262
C -2.521 -0.896 -4.563
H 3.826 -0.133 -4.260
H 2.995 0.491 -2.821
H 2.515 1.048 -4.427
H 2.718 -1.832 -5.750
H 1.446 -0.634 -6.057
H 1.017 -2.249 -5.473
H 3.296 -2.378 -3.187
H 1.632 -2.982 -3.216
H 2.124 -1.802 -1.990
H 0.945 4.623 -3.326
H 0.420 4.907 -4.998
H 1.748 3.781 -4.658
H -1.440 4.000 -2.704
H -2.282 2.734 -3.604
H -1.931 4.291 -4.383
H 0.619 1.928 -5.846
H -0.785 2.928 -6.252
H -1.006 1.406 -5.380
H -3.979 0.080 -1.590
H -4.701 -0.890 -2.890
H -4.212 0.787 -3.195
H -2.013 -1.546 -1.214
H -1.218 -2.239 -2.640
H -2.924 -2.599 -2.312
H -2.873 -0.034 -5.133
H -3.164 -1.748 -4.798
H -1.502 -1.131 -4.872
N -0.250 -2.109 3.811
C -0.346 -3.082 2.894
N -0.220 -2.887 1.609
C -0.281 -4.107 0.912
C -0.127 -4.276 -0.456
C -0.233 -5.551 -0.986
C -0.486 -6.655 -0.170
C -0.627 -6.497 1.199
C -0.515 -5.216 1.718
S -0.618 -4.724 3.388
H -0.191 -1.155 3.497
H -0.502 -2.268 4.769
H 0.086 -3.425 -1.091
H -0.114 -5.688 -2.052
H -0.568 -7.642 -0.606
H -0.808 -7.348 1.842
O 7.408 2.507 0.348
C 6.283 2.505 1.102
O 6.086 3.394 1.882
C 5.345 1.351 0.912
C 4.459 1.065 1.946
C 3.573 0.011 1.828
C 3.526 -0.765 0.667
S 2.415 -2.148 0.540
C 4.407 -0.464 -0.367
C 5.314 0.581 -0.242
H 7.467 1.680 -0.147
H 4.490 1.677 2.838
H 2.908 -0.239 2.646
H 4.368 -1.045 -1.277
H 5.964 0.803 -1.082
C -2.169 0.477 8.429
C -1.631 1.628 7.582
S -2.027 1.360 5.885
O -1.199 0.275 5.399
O -3.462 1.291 5.743
C -1.472 2.837 5.098
C -2.108 3.012 3.727
N -2.090 1.793 2.922
C -0.978 1.170 2.446
N -1.280 -0.006 1.925
C -2.630 -0.165 2.062
C -3.132 0.923 2.681
N -4.524 1.201 2.928
O -4.851 2.353 3.148
O -5.278 0.257 2.853
C 0.377 1.777 2.510
H -1.935 0.664 9.475
H -1.712 -0.468 8.139
H -3.248 0.388 8.322
H -0.544 1.700 7.632
H -2.080 2.582 7.858
H -0.387 2.761 5.058
H -1.746 3.685 5.727
H -1.567 3.794 3.195
H -3.143 3.316 3.819
H -3.164 -1.029 1.705
H 0.367 2.801 2.136
H 1.062 1.209 1.884
H 0.769 1.772 3.528
```

Computed properties:
**HOMO**: -7.6 eV
**Calculated total energy**: -116667.439 eV
**Orbital gap**: 7.09 eV
**LUMO energy**: -0.5 eV
**Total charge**: 0
**Energy relative to the best compared isomer or geometry (same formula, charge and spin)**: 0.616 eV

No. 2
A molecular structure, C34H52BBrCsF17MgN2O16PS at a distorted geometry, computed with the ωB97M-V functional and the def2-TZVPD basis.

```
127
Properties=species:S:1:pos:R:3
C -2.309 -2.532 3.448
C -1.506 -2.884 2.639
C -0.526 -3.210 1.593
C 0.924 -3.256 2.134
C 1.439 -1.859 2.643
C 2.302 -1.082 1.623
N 1.885 -1.276 0.181
C 2.869 -2.198 -0.477
C 2.537 -2.577 -1.929
C 1.306 -3.540 -2.089
F 1.706 -4.638 -2.888
F 0.928 -4.097 -0.931
C 0.002 -2.893 -2.698
F -0.939 -3.845 -2.606
F -0.423 -1.893 -1.900
C 0.029 -2.473 -4.222
F 1.351 -2.505 -4.797
F -0.695 -3.406 -4.921
C -0.531 -1.060 -4.540
F 0.146 -0.097 -3.889
F -0.246 -0.860 -5.847
C -2.081 -0.910 -4.392
F -2.649 -0.848 -5.661
F -2.660 -1.898 -3.719
C -2.521 0.428 -3.692
F -2.137 0.383 -2.412
F -3.852 0.416 -3.704
F -2.094 1.492 -4.335
C 1.904 0.017 -0.604
C 1.083 1.032 0.179
O 1.530 1.306 1.473
C 2.507 0.439 1.984
C 3.974 0.888 1.627
O 3.936 1.822 0.577
C 5.128 2.636 0.553
C 5.650 2.728 -0.898
P 2.347 0.663 3.870
C 2.033 2.434 4.267
C 3.835 -0.024 4.729
H -3.058 -1.965 3.978
H -0.788 -4.218 1.225
H -0.672 -2.528 0.744
H 0.877 -3.879 3.036
H 1.620 -3.763 1.460
H 0.556 -1.311 2.978
H 2.102 -2.104 3.475
H 3.312 -1.497 1.710
H 0.933 -1.624 0.062
H 3.067 -3.113 0.082
H 3.822 -1.655 -0.506
H 2.390 -1.736 -2.614
H 3.428 -3.137 -2.320
H 1.384 -0.118 -1.560
H 2.924 0.332 -0.846
H 1.107 1.977 -0.384
H 0.024 0.711 0.191
H 4.477 1.378 2.469
H 4.608 0.012 1.357
H 4.865 3.662 0.833
H 5.948 2.243 1.157
H 6.469 3.447 -0.989
H 5.977 1.721 -1.197
H 4.826 3.117 -1.510
H 2.257 2.699 5.301
H 2.531 3.073 3.526
H 0.957 2.590 4.128
H 3.617 -0.385 5.735
H 4.160 -0.906 4.153
H 4.658 0.701 4.715
Br -3.260 -2.531 -6.773
Mg -3.844 -4.284 2.776
C -6.731 -0.255 0.282
C -6.529 1.166 0.755
O -6.929 1.151 2.130
S -6.588 -0.275 2.774
O -5.350 -0.177 3.463
O -7.753 -0.785 3.384
O -6.331 -1.068 1.397
H -7.782 -0.461 0.068
H -6.133 -0.488 -0.595
H -7.123 1.882 0.193
H -5.475 1.450 0.708
C -2.105 -6.315 -0.665
O -1.989 -7.001 0.577
C -2.247 -8.316 0.500
O -2.550 -8.908 -0.497
O -2.108 -8.833 1.713
C -2.355 -10.243 1.785
H -1.877 -5.266 -0.483
H -1.390 -6.709 -1.387
H -3.120 -6.383 -1.052
H -1.652 -10.789 1.159
H -3.379 -10.468 1.495
H -2.210 -10.541 2.819
C 3.735 6.128 -3.507
C 4.515 6.624 -2.305
O 5.454 6.013 -1.868
C 4.063 7.920 -1.677
H 4.167 5.191 -3.854
H 2.692 5.954 -3.230
H 3.787 6.860 -4.314
H 3.036 7.824 -1.320
H 4.130 8.731 -2.404
H 4.709 8.149 -0.832
B 7.063 5.556 1.447
F 7.703 5.887 0.246
F 7.277 4.181 1.724
F 7.576 6.329 2.495
F 5.664 5.779 1.326
N -6.367 -0.587 -7.843
O -6.143 -1.790 -7.624
O -5.711 -0.003 -8.706
O -7.220 0.005 -7.189
Cs 2.604 -3.632 -5.554
C -4.333 5.927 3.729
C -3.656 4.977 2.771
C -4.586 3.947 2.176
O -3.699 2.844 1.937
C -2.691 2.937 2.843
O -1.910 2.070 3.066
O -2.696 4.145 3.453
H -3.637 6.702 4.050
H -5.194 6.407 3.263
H -4.658 5.403 4.628
H -3.129 5.534 1.992
H -5.045 4.280 1.248
H -5.368 3.620 2.866
```

Computed properties:
**HOMO**: -8.8 eV
**Calculated total energy**: -214851.203 eV
**Orbital gap**: 1.41 eV
**LUMO energy**: -7.4 eV
**Total charge**: +1

No. 3
9 unconnected molecules or ions with the total composition C34H52BF3O25 at a distorted geometry, computed with the ωB97M-V functional and the def2-TZVPD basis.

```
115
Properties=species:S:1:pos:R:3
C -0.766 -2.024 -8.711
C -0.711 -1.155 -7.475
C -1.237 0.248 -7.672
O -0.453 0.999 -6.734
C 0.708 0.344 -6.547
O 1.666 0.785 -5.990
O 0.652 -0.895 -7.080
H 0.008 -1.728 -9.419
H -0.590 -3.068 -8.452
H -1.743 -1.951 -9.189
H -1.214 -1.648 -6.640
H -2.294 0.347 -7.441
H -1.046 0.641 -8.673
C 3.009 -0.676 -3.839
C 3.792 -0.513 -2.555
C 3.931 -1.784 -1.748
O 3.982 -1.293 -0.397
C 3.335 -0.104 -0.376
O 3.006 0.469 0.612
O 3.092 0.339 -1.627
H 1.945 -0.778 -3.628
H 3.134 0.189 -4.472
H 3.357 -1.553 -4.388
H 4.768 -0.064 -2.751
H 4.833 -2.344 -1.981
H 3.061 -2.439 -1.839
C -1.837 -0.507 2.397
C -1.398 -1.384 1.249
C -0.274 -0.812 0.421
O -0.537 -1.369 -0.880
C -1.861 -1.620 -0.958
O -2.440 -1.885 -1.961
O -2.443 -1.518 0.261
H -2.416 0.343 2.036
H -2.471 -1.070 3.072
H -0.975 -0.149 2.958
H -1.145 -2.383 1.614
H 0.710 -1.115 0.769
H -0.305 0.277 0.341
C -4.028 -5.352 5.475
C -2.985 -4.286 5.724
C -3.151 -3.039 4.885
O -1.792 -2.586 4.744
C -0.989 -3.669 4.861
O 0.169 -3.674 4.588
O -1.676 -4.733 5.315
H -3.845 -5.851 4.524
H -3.987 -6.112 6.254
H -5.029 -4.919 5.473
H -2.936 -4.039 6.786
H -3.751 -2.274 5.370
H -3.558 -3.243 3.890
C -4.937 0.111 -3.044
C -6.284 0.665 -2.645
C -6.580 0.567 -1.165
O -8.009 0.436 -1.145
C -8.389 -0.114 -2.324
O -9.469 -0.543 -2.552
O -7.358 -0.113 -3.204
H -4.947 -0.978 -3.020
H -4.688 0.412 -4.062
H -4.154 0.476 -2.381
H -6.396 1.694 -2.998
H -6.276 1.451 -0.610
H -6.143 -0.322 -0.704
C 3.092 -4.192 3.615
C 3.381 -3.420 4.880
C 2.895 -1.989 4.864
O 3.852 -1.330 5.715
C 5.003 -2.040 5.669
O 6.046 -1.664 6.090
O 4.801 -3.240 5.072
H 3.761 -3.872 2.815
H 3.256 -5.259 3.771
H 2.057 -4.047 3.309
H 2.990 -3.956 5.748
H 1.891 -1.878 5.263
H 2.946 -1.534 3.872
C 3.458 -2.668 8.815
C 2.207 -2.909 9.626
C 2.074 -4.303 10.199
O 0.648 -4.498 10.208
C 0.128 -3.716 9.236
O -0.975 -3.791 8.805
O 1.048 -2.838 8.779
H 3.370 -3.158 7.847
H 3.583 -1.602 8.625
H 4.348 -3.029 9.330
H 2.103 -2.156 10.411
H 2.477 -4.391 11.204
H 2.519 -5.070 9.560
C 1.376 9.676 -4.909
C 1.580 9.161 -3.502
C 2.622 9.916 -2.707
O 3.133 8.903 -1.832
C 2.950 7.703 -2.437
O 3.440 6.686 -2.082
O 2.131 7.833 -3.513
H 2.213 9.387 -5.544
H 0.473 9.250 -5.345
H 1.277 10.762 -4.911
H 0.628 9.126 -2.968
H 2.205 10.737 -2.128
H 3.443 10.286 -3.325
B 1.815 4.565 -4.998
C 0.605 3.578 -5.342
O -0.364 4.389 -6.079
C -1.598 4.407 -5.573
F -1.637 4.654 -4.248
F -2.292 5.389 -6.186
F -2.277 3.256 -5.788
H 2.626 4.781 -5.842
H 1.875 5.098 -3.941
H 0.984 2.802 -6.002
H 0.188 3.085 -4.473
```

Computed properties:
**HOMO**: -10.4 eV
**Calculated total energy**: -96119.514 eV
**Orbital gap**: 10.68 eV
**LUMO energy**: 0.2 eV
**SMILES**: C[C@@H]1COC(=O)O1.C[C@@H]1COC(=O)O1.C[C@@H]1COC(=O)O1.C[C@@H]1COC(=O)O1.C[C@@H]1COC(=O)O1.C[C@@H]1COC(=O)O1.C[C@@H]1COC(=O)O1.C[C@@H]1COC(=O)O1.BCOC(F)(F)F
**Total charge**: 0

No. 4
A molecular structure, C34H52Cl2NPTi at a distorted geometry, computed with the ωB97M-V functional and the def2-TZVPD basis.

```
91
Properties=species:S:1:pos:R:3
P 1.301 -0.807 -0.221
C 2.986 -0.550 0.522
C 4.106 -1.528 0.123
C 5.351 -1.276 0.990
C 5.829 0.178 0.891
C 4.700 1.154 1.242
C 3.469 0.901 0.362
C 1.288 -0.253 -1.990
C 2.427 -0.801 -2.865
C 2.179 -0.449 -4.341
C 2.006 1.064 -4.532
C 0.890 1.611 -3.633
C 1.141 1.267 -2.160
C 1.159 -2.658 -0.364
C 1.218 -3.304 1.032
C 1.179 -4.834 0.937
C -0.052 -5.314 0.160
C -0.122 -4.657 -1.223
C -0.095 -3.125 -1.122
H 2.770 -0.701 1.590
H 4.364 -1.402 -0.936
H 3.783 -2.566 0.255
H 6.153 -1.963 0.693
H 5.103 -1.505 2.035
H 6.692 0.338 1.550
H 6.170 0.377 -0.135
H 4.415 1.026 2.296
H 5.039 2.190 1.122
H 2.666 1.600 0.618
H 3.736 1.086 -0.687
H 0.339 -0.683 -2.340
H 1.270 -0.963 -4.681
H 2.522 -1.888 -2.752
H 3.380 -0.360 -2.545
H 3.007 -0.821 -4.957
H 1.797 1.289 -5.585
H 2.951 1.568 -4.281
H 0.802 2.697 -3.751
H -0.072 1.176 -3.938
H 0.309 1.614 -1.546
H 2.044 1.782 -1.815
H 2.038 -2.987 -0.936
H 2.107 -2.971 1.579
H 0.364 -2.948 1.624
H 2.089 -5.187 0.430
H 1.189 -5.267 1.945
H -0.959 -5.053 0.722
H -0.042 -6.406 0.065
H -1.029 -4.975 -1.751
H 0.733 -4.993 -1.828
H -0.119 -2.694 -2.128
H -0.993 -2.762 -0.609
Ti -0.457 0.046 1.139
Cl -1.865 -0.061 -0.810
Cl 0.852 -0.406 3.115
C 0.156 1.784 1.221
H 1.017 1.921 1.896
C -0.245 3.050 0.617
C -1.176 3.181 -0.433
C -1.483 4.432 -0.952
C -0.879 5.583 -0.434
C 0.043 5.474 0.609
C 0.360 4.221 1.123
H -1.638 2.283 -0.831
H -2.199 4.516 -1.764
H 0.516 6.364 1.015
H 1.082 4.128 1.931
H -1.127 6.559 -0.841
C -5.240 1.810 0.111
N -5.777 0.539 0.627
C -6.775 -0.018 -0.296
C -4.686 -0.442 0.921
C -3.867 0.021 2.111
C -4.670 0.161 3.285
C -4.168 0.629 4.485
C -2.852 0.999 4.561
C -2.032 0.840 3.456
C -2.444 0.306 2.209
H -4.734 1.662 -0.865
H -4.520 2.258 0.829
H -6.063 2.553 -0.017
H -6.320 0.773 1.485
H -6.322 -0.256 -1.279
H -7.224 -0.939 0.139
H -7.610 0.706 -0.440
H -5.133 -1.427 1.195
H -4.109 -0.632 0.010
H -5.717 -0.109 3.293
H -4.809 0.714 5.353
H -2.448 1.384 5.489
H -1.015 1.131 3.605
```

Computed properties:
**HOMO (alpha / beta)**: -1.9 / -2.2 eV
**Calculated total energy**: -95042.271 eV
**Orbital gap (alpha / beta)**: 3.62 / 3.95 eV
**2S+1**: 2
**LUMO energy (alpha / beta)**: 1.7 / 1.7 eV
**Total charge**: -1
**Energy relative to the best compared isomer or geometry (same formula, charge and spin)**: 0.000 eV

> The lowest calculated total energy belongs to which entry?

C34H52BBrCsF17MgN2O16PS

What did the fourth record say?
A molecular structure, C34H52Cl2NPTi at a distorted geometry, computed with the ωB97M-V functional and the def2-TZVPD basis.

```
91
Properties=species:S:1:pos:R:3
P 1.301 -0.807 -0.221
C 2.986 -0.550 0.522
C 4.106 -1.528 0.123
C 5.351 -1.276 0.990
C 5.829 0.178 0.891
C 4.700 1.154 1.242
C 3.469 0.901 0.362
C 1.288 -0.253 -1.990
C 2.427 -0.801 -2.865
C 2.179 -0.449 -4.341
C 2.006 1.064 -4.532
C 0.890 1.611 -3.633
C 1.141 1.267 -2.160
C 1.159 -2.658 -0.364
C 1.218 -3.304 1.032
C 1.179 -4.834 0.937
C -0.052 -5.314 0.160
C -0.122 -4.657 -1.223
C -0.095 -3.125 -1.122
H 2.770 -0.701 1.590
H 4.364 -1.402 -0.936
H 3.783 -2.566 0.255
H 6.153 -1.963 0.693
H 5.103 -1.505 2.035
H 6.692 0.338 1.550
H 6.170 0.377 -0.135
H 4.415 1.026 2.296
H 5.039 2.190 1.122
H 2.666 1.600 0.618
H 3.736 1.086 -0.687
H 0.339 -0.683 -2.340
H 1.270 -0.963 -4.681
H 2.522 -1.888 -2.752
H 3.380 -0.360 -2.545
H 3.007 -0.821 -4.957
H 1.797 1.289 -5.585
H 2.951 1.568 -4.281
H 0.802 2.697 -3.751
H -0.072 1.176 -3.938
H 0.309 1.614 -1.546
H 2.044 1.782 -1.815
H 2.038 -2.987 -0.936
H 2.107 -2.971 1.579
H 0.364 -2.948 1.624
H 2.089 -5.187 0.430
H 1.189 -5.267 1.945
H -0.959 -5.053 0.722
H -0.042 -6.406 0.065
H -1.029 -4.975 -1.751
H 0.733 -4.993 -1.828
H -0.119 -2.694 -2.128
H -0.993 -2.762 -0.609
Ti -0.457 0.046 1.139
Cl -1.865 -0.061 -0.810
Cl 0.852 -0.406 3.115
C 0.156 1.784 1.221
H 1.017 1.921 1.896
C -0.245 3.050 0.617
C -1.176 3.181 -0.433
C -1.483 4.432 -0.952
C -0.879 5.583 -0.434
C 0.043 5.474 0.609
C 0.360 4.221 1.123
H -1.638 2.283 -0.831
H -2.199 4.516 -1.764
H 0.516 6.364 1.015
H 1.082 4.128 1.931
H -1.127 6.559 -0.841
C -5.240 1.810 0.111
N -5.777 0.539 0.627
C -6.775 -0.018 -0.296
C -4.686 -0.442 0.921
C -3.867 0.021 2.111
C -4.670 0.161 3.285
C -4.168 0.629 4.485
C -2.852 0.999 4.561
C -2.032 0.840 3.456
C -2.444 0.306 2.209
H -4.734 1.662 -0.865
H -4.520 2.258 0.829
H -6.063 2.553 -0.017
H -6.320 0.773 1.485
H -6.322 -0.256 -1.279
H -7.224 -0.939 0.139
H -7.610 0.706 -0.440
H -5.133 -1.427 1.195
H -4.109 -0.632 0.010
H -5.717 -0.109 3.293
H -4.809 0.714 5.353
H -2.448 1.384 5.489
H -1.015 1.131 3.605
```

Computed properties:
**HOMO (alpha / beta)**: -1.9 / -2.2 eV
**Calculated total energy**: -95042.271 eV
**Orbital gap (alpha / beta)**: 3.62 / 3.95 eV
**2S+1**: 2
**LUMO energy (alpha / beta)**: 1.7 / 1.7 eV
**Total charge**: -1
**Energy relative to the best compared isomer or geometry (same formula, charge and spin)**: 0.000 eV